Record 1
Below is a cluster of 2 separate species, CH3ClOS2 in total at a distorted geometry, with properties calculated with wB97M-V/def2-TZVPD.

As for the calculated total energy: -37322.1335 eV. The value obtained for the energy relative to the best compared isomer or geometry (same formula, charge and spin) is 343.3 kJ/mol. As for the lowest unoccupied orbital energy (alpha / beta): -0.037 / -0.107 Eh. For the gap between HOMO and LUMO (alpha / beta), the calculation gives 8.664 / 6.553 eV.

The geometry in ORCA input format:
```
! RIJCOSX wB97M-V def2-TZVPD def2/J DEFGRID3
* xyz 0 1
C -1.59 0.06 -0.20
O 1.47 0.05 1.61
S 2.13 1.52 -0.68
S 1.20 0.10 0.19
Cl 1.78 -1.71 -0.43
H -1.49 -0.06 0.85
H -1.36 0.91 -0.75
H -2.14 -0.87 -0.58
*
```

=====

Record 2
Below is an isolated molecule of CH3F2N2P at a distorted geometry, with properties calculated with wB97M-V/def2-TZVPD.

Its SMILES is [H]/N=C/P(=N)(F)F. As for the calculated total energy: -18789.9250 eV. The value obtained for the energy relative to the best compared isomer or geometry (same formula, charge and spin) is 53.2 kJ/mol. As for the lowest unoccupied orbital energy: 0.018 Eh. For the gap between HOMO and LUMO, the calculation gives 10.564 eV.

The geometry in ORCA input format:
```
! RIJCOSX wB97M-V def2-TZVPD def2/J DEFGRID3
* xyz 0 1
C 0.14 -0.75 -0.28
N -0.67 -1.64 -0.51
N 0.24 1.81 1.58
F -2.03 0.24 1.63
F -0.07 -0.65 2.56
P -0.44 0.45 1.43
H 1.03 -0.38 -0.75
H -0.54 -2.26 -1.31
H -0.16 2.55 2.13
*
```

=====

Record 3
Below is an isolated molecule of CH3F2N2P at a distorted geometry, with properties calculated with wB97M-V/def2-TZVPD.

Its SMILES is [H]/N=C/P(=N)(F)F. As for the calculated total energy: -18789.9180 eV. The value obtained for the energy relative to the best compared isomer or geometry (same formula, charge and spin) is 53.8 kJ/mol. As for the lowest unoccupied orbital energy: -0.009 Eh. For the gap between HOMO and LUMO, the calculation gives 9.734 eV.

The geometry in ORCA input format:
```
! RIJCOSX wB97M-V def2-TZVPD def2/J DEFGRID3
* xyz 0 1
C -0.97 0.46 -0.11
N -1.03 1.67 0.19
N 0.56 -2.03 0.18
F 1.53 0.42 -1.09
F 1.40 0.45 1.26
P 0.68 -0.34 0.05
H -1.65 -0.32 -0.35
H -1.90 2.23 -0.01
H 1.37 -2.54 -0.13
*
```

=====

Record 4
Below is an isolated molecule of CH3F2N2P at a distorted geometry, with properties calculated with wB97M-V/def2-TZVPD.

Its SMILES is [H]/N=C/P(=N)(F)F. As for the calculated total energy: -18790.2214 eV. The value obtained for the energy relative to the best compared isomer or geometry (same formula, charge and spin) is 24.6 kJ/mol. As for the lowest unoccupied orbital energy: 0.005 Eh. For the gap between HOMO and LUMO, the calculation gives 10.802 eV.

The geometry in ORCA input format:
```
! RIJCOSX wB97M-V def2-TZVPD def2/J DEFGRID3
* xyz 0 1
C 0.76 -0.79 0.27
N 1.61 -0.62 -0.60
N -0.46 1.89 0.39
F -1.21 -0.01 -1.50
F -1.90 -0.46 0.64
P -0.63 0.39 0.00
H 0.68 -1.58 1.15
H 2.36 -1.35 -0.46
H -1.22 2.52 0.12
*
```

=====

Record 5
Below is an isolated molecule of CH3F2N2P at a distorted geometry, with properties calculated with wB97M-V/def2-TZVPD.

Its SMILES is [H]/N=C/P(=N)(F)F. As for the calculated total energy: -18789.8507 eV. The value obtained for the energy relative to the best compared isomer or geometry (same formula, charge and spin) is 60.3 kJ/mol. As for the lowest unoccupied orbital energy: -0.003 Eh. For the gap between HOMO and LUMO, the calculation gives 10.311 eV.

The geometry in ORCA input format:
```
! RIJCOSX wB97M-V def2-TZVPD def2/J DEFGRID3
* xyz 0 1
C -0.88 -0.01 0.65
N -0.75 -1.09 1.17
N 1.45 -0.42 -1.45
F -0.20 1.66 -1.45
F 1.24 1.27 0.42
P 0.37 0.31 -0.62
H -1.40 0.95 0.87
H -1.21 -1.30 2.04
H 1.39 -1.38 -1.62
*
```

=====

Record 6
Below is a structure of composition CH3F2NO3S2 at a distorted geometry, with properties calculated with wB97M-V/def2-TZVPD.

As for the calculated total energy: -35819.0630 eV. The value obtained for the energy relative to the best compared isomer or geometry (same formula, charge and spin) is 124.9 kJ/mol. As for the lowest unoccupied orbital energy: -0.064 Eh. For the gap between HOMO and LUMO, the calculation gives 9.423 eV.

The geometry in ORCA input format:
```
! RIJCOSX wB97M-V def2-TZVPD def2/J DEFGRID3
* xyz 0 1
C 0.06 2.04 1.46
N -0.64 1.09 -0.99
O -1.77 0.20 1.13
O 0.27 -0.96 -0.26
O 0.43 -0.46 -2.72
F 1.86 -3.12 -0.23
F -1.61 -1.19 -1.56
S -0.62 0.88 0.55
S -0.23 -0.37 -1.51
H -0.15 2.17 2.51
H 1.13 2.30 1.45
H 1.26 -2.58 0.17
*
```

=====

Record 7
Below is an isolated molecule of CH3F3Si at a distorted geometry, with properties calculated with wB97M-V/def2-TZVPD.

Its SMILES is C[Si](F)(F)F. As for the calculated total energy: -17121.7469 eV. The value obtained for the energy relative to the best compared isomer or geometry (same formula, charge and spin) is 0.0 kJ/mol. As for the lowest unoccupied orbital energy: 0.027 Eh. For the gap between HOMO and LUMO, the calculation gives 12.970 eV.

The geometry in ORCA input format:
```
! RIJCOSX wB97M-V def2-TZVPD def2/J DEFGRID3
* xyz 0 1
F 0.09 -1.80 0.95
F -1.72 -0.05 1.14
F -1.21 -1.01 -1.14
C 0.67 0.73 -0.22
Si -0.56 -0.58 0.21
H 0.97 1.31 0.71
H 0.21 1.25 -1.08
H 1.55 0.15 -0.56
*
```

=====

Record 8
Below is a structure of composition CH3F5N3P3S at a distorted geometry, with properties calculated with wB97M-V/def2-TZVPD.

As for the calculated total energy: -57852.9621 eV. The value obtained for the energy relative to the best compared isomer or geometry (same formula, charge and spin) is 0.0 kJ/mol. As for the lowest unoccupied orbital energy: 0.005 Eh. For the gap between HOMO and LUMO, the calculation gives 10.523 eV.

The geometry in ORCA input format:
```
! RIJCOSX wB97M-V def2-TZVPD def2/J DEFGRID3
* xyz 0 1
C 0.07 1.71 -3.02
N 0.58 -1.24 2.50
N -0.31 -1.79 -0.10
N 0.30 0.85 0.61
F -0.14 1.14 3.08
F 2.04 0.91 2.48
F -1.83 0.40 -0.76
F -1.66 -2.50 2.07
F 0.36 -3.60 1.89
P 0.67 0.28 2.04
P -0.23 -2.17 1.50
P -0.31 -0.12 -0.52
S 0.69 0.09 -2.37
H 0.88 2.01 -3.64
H -0.27 2.43 -2.13
H -0.84 1.61 -3.61
*
```

=====

Record 9
Below is a structure of composition CH3FN2 at a distorted geometry, with properties calculated with wB97M-V/def2-TZVPD.

As for the calculated total energy: -6776.6973 eV. The value obtained for the energy relative to the best compared isomer or geometry (same formula, charge and spin) is 597.8 kJ/mol. As for the lowest unoccupied orbital energy (alpha / beta): 0.011 / 0.011 Eh. For the gap between HOMO and LUMO (alpha / beta), the calculation gives 7.847 / 7.844 eV.

The geometry in ORCA input format:
```
! RIJCOSX wB97M-V def2-TZVPD def2/J DEFGRID3
* xyz 0 1
C 0.02 -0.33 0.14
N -1.71 0.53 -0.12
N 1.14 0.28 -0.17
F -2.67 -0.44 0.03
H 0.01 -1.37 0.28
H 2.16 -0.03 0.10
H 1.05 1.36 -0.25
*
```

=====

Record 10
Below is a cluster of 2 separate species, CH3FO2S in total at a distorted geometry, with properties calculated with wB97M-V/def2-TZVPD.

As for the calculated total energy: -18730.0097 eV. The value obtained for the energy relative to the best compared isomer or geometry (same formula, charge and spin) is 240.7 kJ/mol. As for the lowest unoccupied orbital energy (alpha / beta): -0.091 / -0.091 Eh. For the gap between HOMO and LUMO (alpha / beta), the calculation gives 8.480 / 8.484 eV.

The geometry in ORCA input format:
```
! RIJCOSX wB97M-V def2-TZVPD def2/J DEFGRID3
* xyz 0 1
C 0.02 -0.32 -1.38
O 1.18 -0.33 1.93
O -1.38 -0.18 1.72
F 0.03 1.75 1.38
S -0.02 0.03 1.20
H 0.72 0.36 -1.74
H 0.42 -1.37 -1.39
H -0.97 0.06 -1.72
*
```

=====

Record 11
Below is a structure of composition CH3FO3PS at a distorted geometry, with properties calculated with wB97M-V/def2-TZVPD.

As for the calculated total energy: -30068.8655 eV. The value obtained for the energy relative to the best compared isomer or geometry (same formula, charge and spin) is 140.2 kJ/mol. As for the lowest unoccupied orbital energy: 0.148 Eh. For the gap between HOMO and LUMO, the calculation gives 9.025 eV.

The geometry in ORCA input format:
```
! RIJCOSX wB97M-V def2-TZVPD def2/J DEFGRID3
* xyz -1 1
C 0.27 0.70 -0.06
O -1.38 -0.95 -1.38
O -0.99 -1.19 1.06
O -2.44 0.54 0.20
F 0.11 1.97 0.37
P 1.29 -0.43 0.93
S -1.36 -0.29 -0.12
H 0.55 0.87 -1.48
H 1.31 -1.41 -0.26
H 2.64 0.19 0.75
*
```

=====

Record 12
Below is a cluster of 2 separate species, CH3FO3PS in total at a distorted geometry, with properties calculated with wB97M-V/def2-TZVPD.

As for the calculated total energy: -30065.3937 eV. As for the lowest unoccupied orbital energy (alpha / beta): 0.148 / -0.009 Eh. For the gap between HOMO and LUMO (alpha / beta), the calculation gives 7.223 / 5.382 eV.

The geometry in ORCA input format:
```
! RIJCOSX wB97M-V def2-TZVPD def2/J DEFGRID3
* xyz -1 3
C -0.16 0.85 0.62
O -1.99 0.24 -0.50
O -1.41 -1.38 1.25
O -2.54 0.70 1.86
F 0.91 1.24 2.34
P 1.10 -0.19 -0.07
S -1.69 0.00 0.93
H -0.27 1.88 0.33
H 0.73 -1.30 0.68
H 0.30 -0.58 -1.15
*
```

=====

Record 13
Below is a cluster of 2 separate species, CH3FO4S in total at a distorted geometry, with properties calculated with wB97M-V/def2-TZVPD.

As for the calculated total energy: -22822.1336 eV. The value obtained for the energy relative to the best compared isomer or geometry (same formula, charge and spin) is 202.7 kJ/mol. As for the lowest unoccupied orbital energy (alpha / beta): -0.010 / -0.010 Eh. For the gap between HOMO and LUMO (alpha / beta), the calculation gives 9.501 / 9.503 eV.

The geometry in ORCA input format:
```
! RIJCOSX wB97M-V def2-TZVPD def2/J DEFGRID3
* xyz 0 1
C -1.77 0.66 -0.93
O 1.16 -1.64 1.34
O 3.11 -0.29 0.64
O -1.15 0.84 0.11
O -1.14 1.96 0.75
F 0.93 -0.17 -0.66
S 1.70 -0.10 0.91
H -2.38 1.30 -1.60
H 1.10 -2.16 0.55
H -1.56 -0.40 -1.11
*
```

=====

Record 14
Below is a structure of composition CH3FOP2 at a distorted geometry, with properties calculated with wB97M-V/def2-TZVPD.

As for the calculated total energy: -24427.1728 eV. The value obtained for the energy relative to the best compared isomer or geometry (same formula, charge and spin) is 59.3 kJ/mol. As for the lowest unoccupied orbital energy: -0.033 Eh. For the gap between HOMO and LUMO, the calculation gives 7.902 eV.

The geometry in ORCA input format:
```
! RIJCOSX wB97M-V def2-TZVPD def2/J DEFGRID3
* xyz 0 1
C 0.22 -0.27 -0.01
O 2.46 1.60 -0.09
F 2.67 -0.77 1.16
P 3.20 0.46 -0.50
P 1.64 -1.21 -0.49
H -0.72 -0.83 0.03
H 0.22 0.75 -0.59
H 0.38 -0.02 1.07
*
```

=====

Record 15
Below is a cluster of 2 separate species, CH3FOS in total at a distorted geometry, with properties calculated with wB97M-V/def2-TZVPD.

As for the calculated total energy: -16683.4479 eV. The value obtained for the energy relative to the best compared isomer or geometry (same formula, charge and spin) is 196.8 kJ/mol. As for the lowest unoccupied orbital energy: 0.020 Eh. For the gap between HOMO and LUMO, the calculation gives 10.615 eV.

The geometry in ORCA input format:
```
! RIJCOSX wB97M-V def2-TZVPD def2/J DEFGRID3
* xyz 0 1
C -2.00 -0.17 0.19
O -1.33 -1.17 -0.03
F -1.34 1.02 -0.26
S 1.68 -0.02 0.63
H 0.81 1.03 0.21
H -0.49 -1.01 -0.42
H 2.66 0.31 -0.31
*
```

=====

Record 16
Below is a structure of composition CH3FOS2 at a distorted geometry, with properties calculated with wB97M-V/def2-TZVPD.

As for the calculated total energy: -27516.7973 eV. The value obtained for the energy relative to the best compared isomer or geometry (same formula, charge and spin) is 294.5 kJ/mol. As for the lowest unoccupied orbital energy (alpha / beta): -0.091 / -0.091 Eh. For the gap between HOMO and LUMO (alpha / beta), the calculation gives 6.774 / 6.881 eV.

The geometry in ORCA input format:
```
! RIJCOSX wB97M-V def2-TZVPD def2/J DEFGRID3
* xyz 0 1
C 1.05 -1.01 0.01
O -1.31 0.06 -0.56
F -2.27 2.84 1.19
S -1.32 1.61 0.28
S 0.07 -0.22 -1.36
H 0.72 -0.47 0.85
H 0.96 -2.01 -0.08
H 2.11 -0.80 -0.33
*
```

=====

Record 17
Below is a cluster of 2 separate species, CH3FS in total at a distorted geometry, with properties calculated with wB97M-V/def2-TZVPD.

Its SMILES is C=S.F. As for the calculated total energy: -14635.7664 eV. The value obtained for the energy relative to the best compared isomer or geometry (same formula, charge and spin) is 184.4 kJ/mol. As for the lowest unoccupied orbital energy: -0.051 Eh. For the gap between HOMO and LUMO, the calculation gives 7.714 eV.

The geometry in ORCA input format:
```
! RIJCOSX wB97M-V def2-TZVPD def2/J DEFGRID3
* xyz 0 1
C -0.38 -0.13 -0.40
H 3.59 -0.15 -0.31
H 0.21 -0.10 0.51
H -0.32 -0.67 -1.27
F 3.54 0.66 -0.03
S -2.07 -0.27 0.23
*
```

=====

Record 18
Below is a structure of composition CH3I2N2 at a distorted geometry, with properties calculated with wB97M-V/def2-TZVPD.

As for the calculated total energy: -20256.3035 eV. The value obtained for the energy relative to the best compared isomer or geometry (same formula, charge and spin) is 311.3 kJ/mol. As for the lowest unoccupied orbital energy: -0.202 Eh. For the gap between HOMO and LUMO, the calculation gives 7.965 eV.

The geometry in ORCA input format:
```
! RIJCOSX wB97M-V def2-TZVPD def2/J DEFGRID3
* xyz 1 1
C 0.42 0.60 -0.01
N 0.77 -1.31 -0.30
N -0.87 0.72 -0.13
I 1.72 2.15 0.03
I -0.73 -2.53 0.12
H 1.45 -1.38 0.44
H -1.55 0.03 -0.44
H -1.21 1.72 0.29
*
```

=====

Record 19
Below is the ion CH3I2N2 with charge +1 at a distorted geometry, with properties calculated with wB97M-V/def2-TZVPD.

Its SMILES is [NH2+]=C(I)NI. As for the calculated total energy: -20258.0640 eV. The value obtained for the energy relative to the best compared isomer or geometry (same formula, charge and spin) is 141.4 kJ/mol. As for the lowest unoccupied orbital energy: -0.184 Eh. For the gap between HOMO and LUMO, the calculation gives 8.682 eV.

The geometry in ORCA input format:
```
! RIJCOSX wB97M-V def2-TZVPD def2/J DEFGRID3
* xyz 1 1
C -0.58 -0.05 0.13
N 0.49 1.16 0.36
N -0.08 -1.07 -0.43
I -2.52 0.53 0.25
I 2.43 0.66 0.29
H -0.03 1.70 1.06
H 0.87 -1.23 -0.63
H -0.57 -1.69 -1.04
*
```

=====

Record 20
Below is a structure of composition CH3I2NS2 at a distorted geometry, with properties calculated with wB97M-V/def2-TZVPD.

As for the calculated total energy: -40444.5553 eV. The value obtained for the energy relative to the best compared isomer or geometry (same formula, charge and spin) is 227.3 kJ/mol. As for the lowest unoccupied orbital energy (alpha / beta): -0.102 / -0.102 Eh. For the gap between HOMO and LUMO (alpha / beta), the calculation gives 4.893 / 4.906 eV.

The geometry in ORCA input format:
```
! RIJCOSX wB97M-V def2-TZVPD def2/J DEFGRID3
* xyz 0 1
C -1.33 -0.12 0.13
N -0.57 -0.38 -1.01
S 1.77 3.10 -0.02
S 0.81 -0.96 -1.24
I 2.55 0.96 0.48
I 1.35 -2.67 0.41
H -1.20 0.97 0.36
H -2.33 -0.23 -0.12
H -1.05 -0.65 1.01
*
```